# 1
Entry from the Open Molecules 2025 dataset: a structure of composition C36H34InN3O7S4 at a distorted geometry (ωB97M-V with the def2-TZVPD basis set).

The geometry in XYZ format:
```
85
C36H34InN3O7S4 ωB97M-V with the def2-TZVPD basis set
In -1.9678 -0.2812 -0.1230
O -2.1980 3.8193 1.0587
C -1.9457 2.6896 0.6871
O -2.7940 1.7575 0.3445
C -0.4838 2.2084 0.5112
O 0.4225 2.8744 0.9851
O -0.2990 1.0907 -0.0705
C -0.4896 4.6661 4.2099
O -0.2771 4.1812 5.5340
C -0.8666 2.9360 5.8402
C -1.9552 2.2831 5.2003
C -2.3312 0.9989 5.5786
C -1.6671 0.3621 6.6250
C -0.7779 1.1304 7.4095
C -0.3363 2.3380 7.0179
N -1.9364 -0.9001 7.2212
N -2.4398 -1.8597 6.6149
C -2.5052 -1.9313 5.2475
C -3.7276 -2.3793 4.7390
C -4.0045 -2.2344 3.3521
C -3.0641 -1.5637 2.5018
O -3.3087 -1.1834 1.3482
C -1.7047 -1.5067 2.9809
N -0.7465 -1.0227 2.0855
C 0.4582 -0.8131 2.5191
C 0.8096 -1.0108 3.8630
C -0.0400 -1.4935 4.8051
C -1.4094 -1.7154 4.3405
H 0.1887 5.5459 4.1008
H -1.4327 5.1860 4.1332
H -0.3319 3.8754 3.4815
H -2.4607 2.8415 4.3531
H -3.1150 0.6030 4.9353
H -0.4952 0.7569 8.4326
H 0.4250 2.8537 7.5655
H -4.5596 -2.6076 5.3786
H -5.0978 -2.3024 3.0090
H 1.2197 -0.3851 1.8894
H 1.8042 -0.7184 4.1646
H 0.1098 -1.3571 5.8690
C -1.4245 -4.0111 -3.0375
C -1.7653 -2.6192 -2.4985
S -0.6126 -2.0851 -1.3346
C -2.8482 -1.9330 -2.8959
C -3.7520 -2.5552 -3.9368
S -3.3837 -0.4014 -2.2572
H -2.0575 -4.4140 -3.7840
H -1.3115 -4.7190 -2.1710
H -0.4029 -3.9708 -3.3792
H -4.7464 -2.8107 -3.5473
H -3.4300 -3.4506 -4.4337
H -4.0703 -1.8695 -4.6693
C -0.8679 1.9141 -4.8105
S 0.1551 1.4480 -6.2248
C 0.4198 -0.1636 -5.6214
H -1.8241 1.2840 -4.6850
H -1.1585 2.9411 -4.9240
H -0.2815 1.8286 -3.9447
H -0.4902 -0.7638 -5.5428
H 0.9028 -0.2775 -4.7012
H 0.9695 -0.8228 -6.3651
O 6.2235 0.4486 -4.2867
S 4.7868 0.5502 -4.6794
C 4.0894 -1.0711 -4.3302
C 4.1648 -1.6380 -3.0949
C 3.3524 -2.6935 -2.7542
C 2.5779 -3.3498 -3.6742
C 2.5610 -2.8623 -4.9877
C 3.3209 -1.7361 -5.2929
C 4.1430 1.4071 -3.1974
C 4.8937 1.4014 -2.0643
C 4.4699 2.1925 -0.9614
C 3.3169 2.9459 -1.1790
C 2.6259 3.0305 -2.3037
C 3.0342 2.2547 -3.3769
H 4.8320 -1.2218 -2.2973
H 3.4360 -3.0154 -1.7247
H 2.0074 -4.1988 -3.3390
H 2.0312 -3.4094 -5.8197
H 3.2229 -1.4266 -6.3218
H 5.7501 0.7099 -1.9975
H 5.1518 2.0664 -0.1024
H 3.0076 3.5351 -0.3902
H 1.7306 3.6604 -2.4741
H 2.5813 2.1393 -4.3259
```

## Properties
**Highest occupied orbital energy**: -0.0645 Ha
**Energy relative to the best compared isomer or geometry (same formula, charge and spin)**: 3.137 eV
**Net charge**: -2
**LUMO energy**: 3.8 eV
**DFT total energy**: -3866.0941 a.u.

Atom charges from the Mulliken analysis, given in e for atoms 1 to 5:
1. In 1.18
2. O -0.71
3. C 0.57
4. O -0.79
5. C 0.67



# 2
Entry from the Open Molecules 2025 dataset: a cluster of 11 separate species, C44H79F3O20S6 in total at a distorted geometry (ωB97M-V with the def2-TZVPD basis set).

The geometry in XYZ format:
```
152
C44H79F3O20S6 ωB97M-V with the def2-TZVPD basis set
C -9.8009 25.5157 4.2524
C -8.6641 26.4161 4.7099
C -9.3210 27.1134 5.9371
O -10.1553 26.1421 6.4975
C -10.7264 25.3072 5.4700
H -9.4283 24.5270 3.9525
H -10.3578 25.7531 3.3435
H -8.4636 27.2649 4.0532
H -7.7427 25.8827 4.9220
H -9.7448 28.1010 5.7169
H -8.5255 27.4058 6.6345
H -11.7019 25.7689 5.2882
H -10.8526 24.3113 5.8883
C -11.3080 25.1042 -2.8354
C -10.7655 23.7043 -3.2112
C -10.7996 23.6405 -4.7268
O -11.2757 24.8993 -5.1654
C -12.0436 25.4834 -4.1305
H -10.4323 25.7553 -2.7991
H -11.8523 25.2467 -1.9068
H -11.3014 22.8076 -2.8841
H -9.7961 23.4852 -2.7574
H -11.5365 22.8926 -5.0608
H -9.9159 23.3504 -5.2944
H -13.0996 25.1928 -4.1458
H -11.9805 26.5533 -4.3375
O -3.5866 28.5383 1.1600
S -3.8965 27.1735 0.8276
O -2.8746 26.2297 0.5054
O -4.9395 26.6751 1.9678
C -5.2721 25.2721 1.9652
C -6.7845 25.1307 1.9710
C -5.0650 27.1802 -0.5677
H -4.7622 24.7185 2.7509
H -4.9111 24.8070 1.0431
H -7.0592 24.1935 2.4675
H -7.1933 24.9091 0.9839
H -7.3044 25.9775 2.4137
H -4.5773 26.7247 -1.4287
H -5.1729 28.2335 -0.8208
H -6.0028 26.6863 -0.3500
O -16.4615 30.0280 -3.9113
S -16.7789 28.8156 -3.1932
O -16.4001 27.5482 -3.7679
O -16.1762 28.9384 -1.6873
C -15.6762 27.7991 -1.0151
C -14.2870 27.3980 -1.5174
C -18.5397 28.9073 -2.7457
H -16.4504 27.0253 -1.0914
H -15.5748 27.9242 0.0657
H -14.1815 27.4454 -2.6019
H -14.0347 26.3700 -1.2483
H -13.4978 28.0504 -1.1401
H -19.1683 28.4861 -3.5252
H -18.7457 29.9645 -2.6110
H -18.6365 28.3390 -1.8243
O -5.4908 29.7573 9.0767
S -4.7238 29.5175 7.8770
O -3.6820 28.5362 7.8091
O -5.7036 29.3575 6.5844
C -5.2410 28.5984 5.4688
C -5.8728 29.1356 4.2072
C -3.9846 31.0893 7.3127
H -5.4401 27.5303 5.5697
H -4.1528 28.6833 5.3996
H -6.9628 29.0768 4.2659
H -5.5069 28.7249 3.2677
H -5.7976 30.2025 3.9610
H -3.1908 31.3263 8.0164
H -4.7614 31.8481 7.3893
H -3.6970 30.9697 6.2738
O -14.8089 24.3281 0.9766
S -14.3130 23.4701 2.0131
O -14.6709 22.0688 2.0586
O -12.6593 23.5848 2.0028
C -11.9663 22.4924 1.3593
C -11.1193 22.9429 0.2039
C -14.4547 24.3288 3.6071
H -12.6611 21.7162 1.0543
H -11.2999 22.0771 2.1231
H -11.8196 22.7965 -0.6321
H -10.3003 22.2939 -0.1102
H -10.7546 23.9613 0.1061
H -14.4925 25.4028 3.4593
H -13.6273 23.9878 4.2209
H -15.3805 23.9886 4.0722
O -13.0841 28.0041 5.6460
S -13.7921 27.6858 6.8632
O -15.0999 28.2576 7.0456
O -13.9273 26.0693 6.9238
C -14.3869 25.4485 8.1340
C -14.4742 23.9678 7.8537
C -12.7498 28.0103 8.3500
H -15.3455 25.9080 8.3791
H -13.6484 25.5937 8.9246
H -13.5143 23.5323 7.5648
H -15.1845 23.7705 7.0484
H -14.7574 23.3047 8.6732
H -13.3405 27.6582 9.1880
H -12.6244 29.0890 8.3073
H -11.8067 27.4799 8.2384
O -16.0105 31.8354 6.4765
S -16.0383 32.1539 5.0654
O -14.8685 32.2019 4.2400
O -17.0790 31.1634 4.3211
C -16.6972 29.7842 4.3758
C -15.7969 29.3292 3.2236
C -16.9477 33.6804 4.7877
H -17.5815 29.1679 4.5613
H -16.2419 29.5381 5.3437
H -16.3689 29.1331 2.3188
H -15.3341 28.4016 3.5794
H -14.9315 29.9574 3.0325
H -17.9605 33.5679 5.1667
H -16.9734 33.8427 3.7146
H -16.4132 34.4514 5.3358
F -8.5007 29.0694 1.9702
C -9.7307 28.5401 1.8015
C -9.8181 27.5284 0.8634
C -11.0102 26.8213 0.7465
C -12.0973 27.1556 1.5319
C -11.9980 28.1822 2.4719
C -10.7891 28.8261 2.6474
H -8.9742 27.0759 0.3570
H -11.0952 26.0043 0.0449
H -13.0570 26.7113 1.2914
H -12.8807 28.3733 3.0648
H -10.7473 29.6112 3.3933
F -7.7189 25.4704 -1.3580
C -7.5870 25.0633 -2.6434
C -7.0668 23.8108 -2.9598
C -6.9871 23.3540 -4.2818
C -7.3516 24.2759 -5.2483
C -7.8523 25.5311 -4.9819
C -7.9102 25.9375 -3.6428
H -6.8301 23.0826 -2.1907
H -6.4233 22.4726 -4.5451
H -7.2548 24.0303 -6.3027
H -8.1106 26.2305 -5.7614
H -8.3173 26.9326 -3.5072
F -6.9558 32.2902 5.7380
C -8.2576 32.3138 5.3949
C -8.7533 33.3586 4.6314
C -10.1282 33.3940 4.3701
C -10.9618 32.3760 4.8078
C -10.4196 31.3285 5.5522
C -9.0927 31.3269 5.8972
H -8.0541 34.1157 4.3044
H -10.5014 34.0630 3.6048
H -12.0120 32.2707 4.5656
H -10.9753 30.5467 6.0606
H -8.6576 30.5013 6.4489
```

## Properties
**Highest occupied orbital energy**: -0.3376 Ha
**Energy relative to the best compared isomer or geometry (same formula, charge and spin)**: 0.000 eV
**Net charge**: 0
**SMILES string**: CCOS(C)(=O)=O.CCOS(C)(=O)=O.CCOS(C)(=O)=O.CCOS(C)(=O)=O.CCOS(C)(=O)=O.CCOS(C)(=O)=O.Fc1ccccc1.Fc1ccccc1.Fc1ccccc1.C1CCOC1.C1CCOC1
**LUMO energy**: 0.2 eV
**DFT total energy**: -5917.2614 a.u.

Atom charges from the Mulliken analysis, given in e for atoms 1 to 5:
1. C 0.37
2. C 0.53
3. C -0.02
4. O -0.55
5. C -0.07



# 3
Entry from the Open Molecules 2025 dataset: a cluster of 11 separate species, C54H113Cl3F2N11O4S2 in total at a distorted geometry (ωB97M-V with the def2-TZVPD basis set).

The geometry in XYZ format:
```
189
C54H113Cl3F2N11O4S2 ωB97M-V with the def2-TZVPD basis set
C -5.5664 -39.4986 10.3383
C -4.5205 -38.5299 10.8499
C -3.2542 -38.2689 10.0073
C -2.5738 -37.0001 10.5881
N -1.4313 -36.4278 9.7762
C -0.4439 -35.4850 10.5658
C 0.8924 -35.5341 9.7359
C 0.9202 -36.9788 9.2967
C -0.4726 -37.5862 9.5043
C -1.9782 -35.7524 8.4416
H -6.2789 -39.1025 9.6147
H -6.2379 -39.8235 11.1331
H -5.0475 -40.4189 10.0702
H -4.1027 -38.8509 11.8041
H -5.0664 -37.6250 11.1171
H -3.3640 -38.2405 8.9232
H -2.5062 -39.0545 10.1141
H -2.1324 -37.2411 11.5551
H -3.4058 -36.3061 10.7076
H -0.8254 -34.4660 10.6319
H -0.2440 -35.9637 11.5244
H 0.8540 -34.8052 8.9264
H 1.7069 -35.2664 10.4091
H 1.1865 -37.0620 8.2430
H 1.6677 -37.5262 9.8709
H -0.6970 -38.1619 8.6063
H -0.5568 -38.3019 10.3221
H -1.0666 -35.4109 7.9512
H -2.5868 -34.8953 8.7296
H -2.4704 -36.5186 7.8426
C 12.0148 -36.4604 7.1517
C 11.4719 -36.2958 5.6908
C 9.9634 -36.1545 5.7268
C 9.3439 -35.9681 4.4253
N 7.8471 -35.3905 4.5102
C 7.1508 -35.5520 3.1173
C 6.1103 -34.4665 3.0712
C 6.6427 -33.3879 3.9473
C 7.8876 -33.8267 4.6775
C 7.0328 -36.1248 5.5619
H 11.7796 -37.4445 7.5571
H 11.4478 -35.8600 7.8632
H 13.0964 -36.3478 7.2253
H 11.7996 -37.0775 5.0055
H 11.8938 -35.4058 5.2240
H 9.6742 -35.3074 6.3487
H 9.5978 -36.9540 6.3711
H 9.3483 -36.9653 3.9852
H 9.9160 -35.3985 3.6929
H 6.7576 -36.5404 2.8792
H 7.9539 -35.2648 2.4387
H 5.1549 -34.8789 3.3955
H 5.9262 -34.1589 2.0418
H 5.9046 -33.1847 4.7232
H 6.7682 -32.4448 3.4155
H 7.9059 -33.6577 5.7542
H 8.7936 -33.5258 4.1515
H 6.0392 -35.6777 5.5926
H 7.5514 -36.0457 6.5174
H 6.9430 -37.1494 5.2010
C 5.0668 -42.2166 2.6639
C 4.2064 -43.0998 3.6320
C 2.7532 -43.3594 3.0126
C 1.7108 -42.3741 3.3977
N 0.2357 -42.5830 2.7868
C 0.0019 -42.2457 1.3154
C -1.0893 -41.1986 1.3197
C -1.7867 -41.1669 2.6500
C -0.6818 -41.6465 3.6034
C -0.2415 -44.0545 3.0657
H 5.3102 -42.8086 1.7816
H 6.0254 -41.8550 3.0359
H 4.5651 -41.2745 2.4429
H 4.1612 -42.6731 4.6339
H 4.5167 -44.1343 3.7789
H 2.3375 -44.2713 3.4414
H 2.7220 -43.4563 1.9274
H 2.0375 -41.3748 3.1104
H 1.5396 -42.2653 4.4687
H -0.3185 -43.0513 0.6548
H 0.9488 -41.9502 0.8636
H -1.7476 -41.2838 0.4551
H -0.6279 -40.2117 1.2850
H -2.7170 -41.7336 2.6120
H -2.1466 -40.1827 2.9500
H -1.0037 -42.2221 4.4712
H -0.0823 -40.7718 3.8558
H -1.2928 -44.0765 2.7787
H -0.1137 -44.2711 4.1263
H 0.3146 -44.7238 2.4093
C 3.8428 -38.1846 4.4666
C 2.5326 -38.9896 4.1469
C 1.3041 -38.2026 4.5204
C 1.2627 -36.8435 3.7818
N -0.1109 -36.1433 3.8532
C -1.2333 -36.8467 3.0356
C -2.0692 -35.7984 2.3078
C -1.4243 -34.4353 2.6323
C -0.0450 -34.7545 3.1356
C -0.6579 -36.0071 5.2986
H 4.0694 -37.6829 3.5258
H 4.7381 -38.8040 4.5199
H 3.8554 -37.5281 5.3367
H 2.5007 -39.8454 4.8212
H 2.5341 -39.3294 3.1112
H 1.2008 -38.0654 5.5968
H 0.3900 -38.7851 4.4051
H 1.5545 -36.8550 2.7317
H 2.0359 -36.1936 4.1915
H -1.8606 -37.4595 3.6829
H -0.6939 -37.4543 2.3090
H -3.0567 -35.7900 2.7691
H -2.1589 -36.0862 1.2603
H -1.9483 -33.9659 3.4649
H -1.3114 -33.7463 1.7952
H 0.2432 -34.0037 3.8713
H 0.5489 -34.8081 2.2231
H 0.1637 -35.5157 5.8197
H -0.8496 -37.0170 5.6611
H -1.5298 -35.3530 5.3058
C 4.5017 -36.9053 8.4864
C 5.5806 -38.0797 8.4854
N 4.8995 -39.4393 8.4591
C 4.9839 -40.4151 7.4442
C 4.0962 -41.4361 7.7029
N 3.5620 -41.1277 8.9647
C 4.0834 -39.9677 9.4318
C 2.5202 -41.9038 9.6397
H 4.0868 -36.7895 9.4876
H 3.6552 -37.0697 7.8196
H 5.0293 -35.9989 8.1894
H 6.1698 -38.1116 9.4019
H 6.2986 -38.0303 7.6667
H 5.6198 -40.2212 6.5931
H 3.7443 -42.2963 7.1527
H 3.9275 -39.4848 10.3852
H 2.6944 -41.8598 10.7148
H 2.4983 -42.9455 9.3197
H 1.5776 -41.4633 9.3146
C -5.4078 -34.8730 1.2194
C -6.7729 -34.5092 1.8082
N -7.8634 -35.1209 1.0226
C -8.9560 -34.4609 0.5074
C -9.7353 -35.3077 -0.2373
N -9.0449 -36.5313 -0.2880
C -7.9525 -36.3782 0.5409
C -9.2667 -37.7051 -1.1183
H -5.0976 -35.9170 1.1762
H -4.6983 -34.2188 1.7261
H -5.4656 -34.6139 0.1622
H -6.8691 -33.4245 1.7603
H -6.8534 -34.6436 2.8869
H -9.1166 -33.4277 0.7780
H -10.6501 -35.2554 -0.8089
H -7.2014 -37.1400 0.6887
H -8.7733 -38.5481 -0.6345
H -8.6775 -37.6259 -2.0319
H -10.3352 -37.8583 -1.2694
C 2.5980 -33.8040 -2.2872
C 1.8715 -33.2019 -1.0777
N 0.4931 -33.0755 -1.3796
C -0.1978 -32.0703 -2.0244
C -1.5505 -32.3778 -1.9445
N -1.7143 -33.4045 -0.9976
C -0.4370 -33.9520 -0.7874
C -2.9799 -33.8279 -0.5418
H 2.3346 -33.4374 -3.2793
H 2.3799 -34.8708 -2.3374
H 3.6774 -33.7111 -2.1667
H 2.1940 -32.1808 -0.8738
H 2.0250 -33.7543 -0.1507
H 0.3020 -31.2451 -2.5099
H -2.4196 -31.8672 -2.3323
H -0.2270 -34.7672 -0.1109
H -3.3061 -33.3368 0.3750
H -2.9229 -34.9155 -0.4981
H -3.7867 -33.5747 -1.2295
Cl -2.1935 -39.4567 6.2944
Cl 2.9626 -34.4607 6.2834
Cl -4.4358 -34.1199 4.9752
N 1.6746 -36.3010 0.1689
S 3.3040 -36.6952 0.3981
O 4.2146 -36.0700 -0.5450
O 3.6782 -38.0363 0.9025
F 3.5882 -35.7138 1.6395
S 1.3764 -37.5725 -0.5701
O 1.2336 -38.7794 0.2017
O 1.9407 -37.8399 -1.8960
F -0.1428 -37.2105 -0.7996
```

## Properties
**Highest occupied orbital energy (alpha / beta)**: -0.2252 / -0.3588 Ha
**<S²>**: 0.757
**Multiplicity**: 2
**Net charge**: +2
**LUMO energy (alpha / beta)**: -4.3 / -4.3 eV
**DFT total energy**: -5404.4940 a.u.

Atom charges from the Mulliken analysis, given in e for atoms 1 to 5:
1. C -1.32
2. C -0.71
3. C -0.11
4. C -0.89
5. N 0.48